# 1
97
Properties=species:S:1:pos:R:3 method="wB97M-V/def2-TZVPD" total_charge=-1 e_tot_ev=-69601.54902 orbital_gap_ev=7.7 homo_ev=-5.56 lumo_ev=2.18
C -0.114 0.765 0.391
C 0.319 -0.531 1.097
C -0.635 -1.001 2.248
O 0.658 -1.621 0.259
H -1.145 0.684 0.046
H 0.609 1.066 -0.367
H -0.040 1.524 1.170
H 1.265 -0.377 1.617
H -1.482 -1.604 1.919
H -1.065 -0.210 2.862
H -0.178 -1.621 3.019
C -4.266 3.218 5.312
C -5.317 2.462 4.630
C -5.075 1.177 4.089
C -3.918 0.522 4.302
C -2.807 1.235 4.801
C -2.996 2.536 5.301
O -1.958 3.152 5.762
O -6.194 0.563 3.643
H -4.266 4.226 5.698
H -6.264 2.974 4.530
H -3.825 -0.489 3.934
H -1.877 0.700 4.674
H -1.224 2.544 5.873
H -6.980 1.111 3.701
C 0.550 -4.292 -1.742
C 0.181 -5.028 -2.837
C 0.920 -6.209 -3.177
C 1.874 -6.650 -2.337
C 2.290 -5.919 -1.233
C 1.550 -4.784 -0.945
O 1.872 -4.136 0.235
O 0.606 -6.826 -4.300
H -0.099 -3.438 -1.623
H -0.577 -4.615 -3.487
H 2.354 -7.508 -2.783
H 3.111 -6.284 -0.635
H 1.387 -3.308 0.200
H -0.223 -6.733 -4.775
C -0.466 2.892 -2.163
C -1.241 4.040 -2.289
C -0.644 5.243 -2.624
C 0.729 5.242 -2.894
C 1.499 4.072 -2.660
C 0.840 2.837 -2.404
O 1.549 1.704 -2.596
O -1.474 6.347 -2.684
H -0.997 1.985 -1.914
H -2.316 3.954 -2.231
H 1.231 6.144 -3.213
H 2.562 4.034 -2.848
H 1.148 0.997 -2.084
H -1.005 7.103 -3.047
C -2.606 -1.874 -4.335
C -1.880 -1.408 -3.224
C -0.488 -1.307 -3.215
C 0.203 -1.587 -4.411
C -0.426 -2.117 -5.541
C -1.835 -2.204 -5.492
O -2.567 -2.857 -6.567
O 0.102 -0.562 -2.254
H -3.674 -1.998 -4.437
H -2.349 -0.983 -2.348
H 1.272 -1.736 -4.426
H 0.271 -2.521 -6.261
H -3.252 -2.233 -6.816
H 0.232 -1.028 -1.425
C 2.963 5.730 3.495
C 2.651 4.392 3.812
C 2.233 3.551 2.781
C 1.979 4.112 1.465
C 2.329 5.448 1.196
C 2.903 6.203 2.233
O 3.410 7.436 1.891
O 2.082 2.191 2.953
H 3.394 6.236 4.346
H 2.962 4.043 4.785
H 1.302 3.577 0.815
H 2.339 5.798 0.174
H 4.260 7.699 2.252
H 2.105 1.612 2.188
C 4.613 -1.377 0.303
O 5.753 -1.436 0.565
N 3.964 -2.026 -0.636
N 3.816 -0.503 0.837
H 2.956 -2.070 -0.672
H 4.553 -2.689 -1.120
H 2.834 -0.709 0.724
H 4.263 -0.109 1.653
C -1.815 -4.971 1.227
O -2.636 -5.815 1.468
N -0.823 -4.675 1.992
N -1.862 -4.137 0.273
H -0.426 -3.747 1.974
H -0.310 -5.257 2.639
H -2.050 -4.566 -0.622
H -1.182 -3.393 0.334

=====

# 2
100
Properties=species:S:1:pos:R:3 method="wB97M-V/def2-TZVPD" total_charge=-1 e_tot_ev=-135612.38665 orbital_gap_ev=7.2 relative_energy_kcal_mol=15.6 homo_ev=-4.99 lumo_ev=2.26
Sr 0.367 0.781 0.382
O -3.072 -2.000 -0.473
C -2.004 -1.397 -0.340
O -1.790 -0.164 -0.147
C -0.732 -2.262 -0.447
C -0.754 -3.593 -0.845
C 0.452 -4.272 -0.943
C 1.644 -3.625 -0.640
C 1.581 -2.300 -0.234
N 0.417 -1.663 -0.159
C 2.826 -1.460 0.098
O 3.928 -1.939 -0.184
O 2.584 -0.321 0.604
H -1.707 -4.053 -1.066
H 0.465 -5.309 -1.259
H 2.607 -4.112 -0.707
O -0.563 0.369 2.703
C -1.136 1.142 3.456
C -1.091 2.592 3.410
C -1.425 3.262 4.581
C -1.201 4.618 4.698
C -0.591 5.336 3.649
C -0.316 4.716 2.470
C -0.645 3.331 2.247
O -0.583 2.819 1.105
N -1.562 5.298 5.914
O -2.119 4.661 6.799
O -1.295 6.489 6.015
H -1.700 0.730 4.315
H -1.828 2.715 5.424
H -0.365 6.382 3.799
H 0.143 5.248 1.646
N 0.853 -0.117 -3.563
C 1.497 0.566 -2.585
N 2.842 0.368 -2.433
O 0.876 1.372 -1.886
H 1.256 -0.930 -3.990
H -0.153 -0.008 -3.562
H 3.226 -0.502 -2.769
H 3.172 0.600 -1.503
C 2.801 1.748 3.270
N 3.872 2.015 2.319
C 4.873 0.946 2.312
C 3.439 2.544 1.116
O 2.247 2.668 0.846
N 4.405 2.987 0.248
C 5.745 3.351 0.648
C 4.005 3.415 -1.077
H 3.255 1.522 4.236
H 2.194 0.890 2.965
H 2.161 2.621 3.376
H 4.384 -0.023 2.193
H 5.437 0.973 3.247
H 5.565 1.056 1.485
H 5.843 3.304 1.728
H 5.950 4.377 0.328
H 6.501 2.702 0.195
H 2.955 3.181 -1.232
H 4.604 2.907 -1.837
H 4.146 4.495 -1.192
C -6.461 0.352 -3.495
C -6.580 1.500 -2.500
C -6.326 1.065 -1.058
C -4.867 0.753 -0.742
N -4.045 1.954 -0.741
C -3.110 2.309 -1.659
Se -2.747 1.419 -3.225
N -2.569 3.487 -1.246
C -1.409 4.143 -1.831
C -1.769 5.460 -2.509
C -2.607 5.286 -3.774
C -1.796 4.770 -4.956
C -3.168 3.887 -0.063
C -2.984 4.999 0.742
C -3.750 5.083 1.896
C -4.659 4.082 2.238
C -4.846 2.970 1.428
C -4.094 2.900 0.265
H -6.716 0.678 -4.505
H -7.137 -0.465 -3.224
H -5.444 -0.038 -3.523
H -7.580 1.940 -2.568
H -5.873 2.291 -2.769
H -6.910 0.165 -0.842
H -6.683 1.840 -0.372
H -4.422 0.055 -1.441
H -4.757 0.291 0.237
H -0.978 3.432 -2.536
H -0.687 4.282 -1.022
H -0.835 5.977 -2.753
H -2.299 6.097 -1.796
H -3.070 6.243 -4.031
H -3.425 4.588 -3.568
H -0.933 5.415 -5.147
H -2.399 4.739 -5.865
H -1.439 3.756 -4.771
H -2.252 5.757 0.499
H -3.619 5.930 2.557
H -5.221 4.171 3.159
H -5.539 2.185 1.697